1.
A cluster of 2 separate species, C27H28N4O3 in total. Source: the Open Molecules 2025 dataset; level of theory: ωB97M-V/def2-TZVPD.

Computed properties:
F_max (eV/Å): 1.63
Frontier orbital gap (eV): 4.31
Energy relative to the best compared isomer or geometry (same formula, charge and spin) (kJ/mol): 96.58
E (eV): -40556.2514

```
! wB97M-V def2-TZVPD RIJCOSX def2/J DEFGRID3
* xyz 0 1
C -3.13704 -2.98342 1.73576
C -2.71826 -1.71167 2.35182
N -3.62295 -0.80388 2.78896
C -5.05926 -0.98948 2.73793
C -2.98636 0.27215 3.41351
C -1.59979 -0.00750 3.44093
C -0.80121 0.79142 4.25392
C -1.34462 1.94671 4.83661
C -2.72383 2.20851 4.76960
C -3.58044 1.33018 4.08683
C -1.41188 -1.23921 2.66106
C -0.22229 -1.88192 2.31541
C 1.06199 -1.42095 2.67573
C 2.06414 -2.13303 3.38526
C 1.95799 -3.43025 4.07146
N 3.13242 -1.30924 3.56979
C 4.30256 -1.65176 4.35706
C 2.89436 -0.06147 2.99395
C 1.58971 -0.08985 2.43671
C 1.09656 1.05013 1.81360
C 1.92216 2.17092 1.70044
C 3.22165 2.16891 2.23061
C 3.72264 1.04535 2.90347
H -2.25160 -3.56069 1.45508
H -3.72185 -3.56604 2.46494
H -3.75414 -2.83333 0.83734
H -5.54508 -0.07573 3.08915
H -5.37233 -1.20185 1.70871
H -5.38032 -1.82766 3.37551
H 0.23627 0.51943 4.43526
H -0.68995 2.63631 5.37419
H -3.14087 3.08324 5.26797
H -4.66092 1.45205 4.05697
H -0.30988 -2.86162 1.84699
H 0.97788 -3.86431 3.85569
H 2.73127 -4.15308 3.77611
H 2.03252 -3.26391 5.15781
H 5.02392 -0.83370 4.28808
H 4.04240 -1.81541 5.41394
H 4.75614 -2.57576 3.97890
H 0.08797 1.04509 1.40026
H 1.54914 3.05324 1.17865
H 3.84795 3.04928 2.08997
H 4.72997 1.00610 3.31114
C 3.77192 0.22974 -2.49006
N 2.60785 -0.59624 -2.25069
C 1.57148 -0.09817 -1.42179
O 1.58457 1.10573 -1.11837
C 0.62304 -1.06231 -1.00773
C 0.26614 -2.09279 -1.90342
O -0.76736 -2.78865 -1.85132
N 1.18131 -2.31987 -2.96337
C 0.88243 -3.34853 -3.92571
C 2.40263 -1.66447 -3.11913
O 3.23136 -1.99254 -3.97214
H 4.44132 -0.32734 -3.14474
H 3.47784 1.17211 -2.96666
H 4.27212 0.45806 -1.54224
H -0.08054 -0.79699 -0.23949
H 1.79236 -3.55930 -4.48314
H 0.51051 -4.23913 -3.41609
H 0.10858 -2.98316 -4.61058
*
```

2.
A structure of composition C27H28N7O7Tc. Source: the Open Molecules 2025 dataset; level of theory: ωB97M-V/def2-TZVPD.

Computed properties:
F_max (eV/Å): 0.06
Frontier orbital gap (spin up / spin down) (eV): 7.85 / 6.57
Energy relative to the best compared isomer or geometry (same formula, charge and spin) (kJ/mol): 0.00
E (eV): -55414.3261

```
! wB97M-V def2-TZVPD RIJCOSX def2/J DEFGRID3
* xyz 1 4
Tc -0.16742 -0.54574 0.04345
O -3.11616 -0.55881 -3.33060
C -3.86832 0.39508 -2.74632
C -5.16417 0.55106 -3.24323
C -6.00215 1.51265 -2.72035
C -5.57169 2.34793 -1.68875
C -4.29634 2.19954 -1.19319
C -3.42789 1.22075 -1.69811
C -2.10146 1.06764 -1.09004
O -1.38028 0.00122 -1.43378
N -1.65606 1.92366 -0.22228
N -0.39292 1.49272 0.19538
C 0.52579 2.37906 0.36137
C 1.91540 2.02901 0.47264
C 2.82190 2.95617 1.01343
C 4.16574 2.67672 1.07167
C 4.63387 1.46953 0.53967
C 3.77251 0.56148 -0.03789
C 2.39620 0.81646 -0.07808
O 1.59812 -0.06968 -0.66581
H -2.25465 -0.60331 -2.88372
H -5.47641 -0.09045 -4.05646
H -7.00022 1.62330 -3.12394
H -6.22708 3.10969 -1.29052
H -3.93429 2.84223 -0.40168
H 0.21948 3.42256 0.34302
H 2.44130 3.89696 1.39350
H 4.85642 3.38802 1.50152
H 5.69325 1.24942 0.56644
H 4.13336 -0.35868 -0.47776
C 1.64612 0.41786 3.39200
C 1.60792 -0.93640 2.78701
N 0.97134 -1.30430 1.68468
C 1.24809 -2.64127 1.47620
C 2.05349 -3.08944 2.47336
N 2.26079 -2.00292 3.28124
C 2.69013 -4.39115 2.83518
O 2.45968 -5.41318 2.04230
O 3.37210 -4.43203 3.82499
C 0.66904 -3.30979 0.29239
O 0.83111 -4.49231 0.07591
O -0.03143 -2.49572 -0.45848
H 0.78074 0.99470 3.07270
H 2.54656 0.94745 3.07462
H 1.64599 0.35309 4.47932
H 2.83568 -2.05000 4.11268
H 1.86830 -5.17999 1.28128
C -5.29747 -2.79493 -0.25312
C -4.04270 -2.86943 -1.09697
N -2.92318 -2.29990 -0.35026
C -3.03536 -1.36672 0.60042
N -1.90894 -0.86109 1.14275
C -1.97251 -0.13594 2.42177
C -3.35642 -0.13615 3.04590
C -4.36358 0.12613 1.94722
N -4.25554 -0.95628 0.97819
C -5.46044 -1.37900 0.26360
H -5.22826 -3.48772 0.58776
H -6.16620 -3.07188 -0.84845
H -4.17260 -2.33110 -2.03772
H -3.78633 -3.90044 -1.33421
H -1.99051 -2.63936 -0.54138
H -1.66815 0.90186 2.25471
H -1.25115 -0.58701 3.10722
H -3.40891 0.62939 3.81939
H -3.57722 -1.09987 3.50867
H -4.17849 1.09229 1.46510
H -5.38329 0.12559 2.32742
H -5.65787 -0.68251 -0.55886
H -6.29275 -1.31783 0.96395
*
```

3.
A structure of composition C27H29As2InN2O3S4SbSe4. Source: the Open Molecules 2025 dataset; level of theory: ωB97M-V/def2-TZVPD.

Computed properties:
F_max (eV/Å): 0.67
Frontier orbital gap (eV): 6.66
Energy relative to the best compared isomer or geometry (same formula, charge and spin) (kJ/mol): 199.70
E (eV): -475709.0594

```
! wB97M-V def2-TZVPD RIJCOSX def2/J DEFGRID3
* xyz -1 1
In -0.52801 0.39755 -0.08783
O 1.73332 0.51865 -0.10807
N 2.28624 1.50972 -0.69682
N 1.45469 2.30878 -1.22975
O 0.16253 2.12954 -1.20627
C 1.94530 3.46988 -1.91350
C 3.21990 3.94928 -1.64544
C 3.66872 5.05924 -2.34273
C 2.85070 5.68001 -3.27836
C 1.57511 5.19005 -3.51702
C 1.10702 4.07882 -2.83177
H 3.83708 3.45694 -0.90794
H 4.66283 5.44258 -2.15071
H 3.20812 6.54808 -3.81747
H 0.93365 5.66756 -4.24620
H 0.12097 3.66851 -3.00544
S -1.65461 1.88928 1.61490
S -3.47095 0.91663 1.77839
S -3.16902 -0.82778 2.71374
S -2.57508 -2.23486 1.17388
C 2.65356 -3.00304 -2.08297
As 0.92726 -2.08063 -1.84665
C -0.18165 -3.58157 -2.42358
C 0.98436 -1.04132 -3.51221
H 2.72174 -3.40531 -3.09494
H 2.73118 -3.82091 -1.36599
H 3.47770 -2.30578 -1.92229
H 0.17711 -3.97087 -3.37768
H -1.21071 -3.25015 -2.53675
H -0.13557 -4.36327 -1.66397
H 0.65691 -1.64697 -4.35631
H 2.00875 -0.70037 -3.67388
H 0.33274 -0.16824 -3.45352
O 0.20426 -0.81693 1.60728
As 1.37492 -0.47910 2.72562
C 0.58680 -0.64680 4.46151
C -0.20330 -1.77252 4.67660
C -0.84458 -1.93544 5.89317
C -0.70486 -0.97303 6.88535
C 0.07146 0.15453 6.66309
C 0.72084 0.32126 5.44673
C 2.74505 -1.81541 2.59827
C 3.24775 -2.11791 1.33582
C 4.26438 -3.05347 1.21531
C 4.77118 -3.68153 2.34630
C 4.25758 -3.38650 3.60096
C 3.24164 -2.44855 3.73054
C 2.26623 1.22496 2.63903
C 1.52766 2.39857 2.75450
C 2.15944 3.62412 2.59972
C 3.52364 3.67776 2.34804
C 4.26064 2.50518 2.25458
C 3.63341 1.27563 2.39452
H -0.33422 -2.50068 3.88418
H -1.46579 -2.80528 6.06212
H -1.21424 -1.09815 7.83254
H 0.16838 0.90902 7.43306
H 1.32607 1.20191 5.27160
H 2.83502 -1.62445 0.46314
H 4.65872 -3.29282 0.23615
H 5.56898 -4.40708 2.24791
H 4.64530 -3.88631 4.47941
H 2.83760 -2.21557 4.70854
H 0.46026 2.35859 2.93957
H 1.57911 4.53520 2.66825
H 4.01289 4.63600 2.22439
H 5.32439 2.54491 2.05696
H 4.20795 0.36372 2.29409
Se -1.78829 2.08451 -4.11642
Sb -3.36739 0.35524 -3.70934
Se -2.83046 -1.78444 -4.58693
Se -5.43713 0.87167 -2.69206
Se -2.55351 -1.10189 -0.68193
*
```

> Which formula does entry 2 have?

C27H28N7O7Tc

> Which value of energy relative to the best compared isomer or geometry (same formula, charge and spin) does entry 1 give?

96.58 kJ/mol

> Which of these has the lowest energy relative to the best compared isomer or geometry (same formula, charge and spin)?

C27H28N7O7Tc